Record 1
{"formula": "C5H31NO11", "method": "wB97M-V/def2-TZVPD", "multiplicity": 2, "de_lowest_kcal_mol": 121.8, "total_charge": -1, "homo_energy_ev": [0.5459, -3.7541], "total_energy_ha": -1091.2812, "orbital_gap_ev": [1.9, 6.2], "elements": ["C", "N", "C", "C", "C", "O", "C", "H", "H", "H", "H", "H", "H", "H", "H", "H", "H", "H", "H", "H", "O", "H", "H", "O", "H", "H", "O", "H", "H", "O", "H", "H", "O", "H", "H", "O", "H", "H", "O", "H", "H", "O", "H", "H", "O", "H", "H", "O"], "coordinates": [[0.026, 0.982, -3.580], [1.078, 1.694, -2.857], [0.583, 2.325, -1.653], [1.317, 1.608, -0.498], [1.062, 1.981, 0.906], [1.369, 1.408, 1.938], [1.026, 3.851, -1.701], [-0.857, 1.580, -3.345], [-0.031, -0.165, -3.456], [-0.127, 1.114, -4.655], [1.810, 2.228, -3.264], [-0.538, 2.310, -1.263], [0.928, 0.559, -0.713], [2.426, 1.765, -0.647], [0.443, 2.858, 0.833], [0.222, 4.252, -2.142], [0.782, 4.109, -0.654], [1.898, 4.007, -2.326], [1.535, -2.537, 0.355], [1.972, -1.601, -0.778], [1.391, -2.185, -0.519], [3.339, -0.430, -3.489], [3.036, 0.769, -2.558], [3.649, -0.053, -2.754], [-2.095, 1.348, -0.493], [-1.522, 1.050, 0.836], [-1.616, 1.778, 0.256], [-0.468, -0.150, 3.364], [0.646, 0.788, 3.765], [0.267, -0.119, 3.836], [-3.112, 0.757, 3.287], [-2.163, 1.725, 2.263], [-2.490, 1.518, 3.134], [0.426, -2.497, 2.441], [1.661, -3.061, 2.223], [0.845, -3.290, 1.845], [-2.017, -3.922, 0.402], [-3.271, -3.291, 0.545], [-2.570, -3.526, 1.073], [-0.719, -1.614, -0.905], [-1.301, -1.140, 0.378], [-1.382, -0.890, -0.553], [-1.744, -1.411, 4.503], [-2.631, -2.137, 3.506], [-2.561, -1.310, 3.865], [-0.261, -4.663, 0.522], [0.232, -3.898, -0.798], [-0.492, -4.470, -0.477]]}


Record 2
{"formula": "C5H31O11", "method": "wB97M-V/def2-TZVPD", "de_lowest_kcal_mol": 64.7, "total_charge": -1, "homo_energy_ev": -5.6492, "total_energy_ha": -1036.7486, "orbital_gap_ev": 8.5, "elements": ["C", "O", "C", "C", "C", "C", "H", "H", "H", "H", "H", "H", "H", "H", "H", "H", "H", "H", "H", "O", "H", "H", "O", "H", "H", "O", "H", "H", "O", "H", "H", "O", "H", "H", "O", "H", "H", "O", "H", "H", "O", "H", "H", "O", "H", "H", "O"], "coordinates": [[-0.682, -1.072, -2.253], [0.346, -0.417, -1.648], [-1.958, -0.210, -2.296], [-2.992, -0.475, -1.186], [-3.015, 0.263, 0.186], [-2.857, -0.593, 1.421], [-0.412, -1.285, -3.370], [-0.834, -2.093, -1.842], [-2.448, -0.147, -3.280], [-1.504, 0.795, -2.063], [-2.721, -1.488, -0.814], [-4.022, -0.617, -1.587], [-3.948, 0.873, 0.259], [-2.153, 0.956, 0.244], [-3.088, -1.647, 1.466], [-3.483, -0.162, 2.220], [-1.802, -0.587, 1.698], [2.528, 1.226, 0.604], [2.581, 1.548, 2.067], [3.068, 1.705, 1.250], [2.302, 2.000, -1.881], [0.994, 1.374, -1.359], [1.790, 1.882, -1.063], [3.826, -0.235, 0.001], [2.471, -0.310, -0.870], [3.251, -0.779, -0.548], [-0.076, 2.544, 2.859], [-1.592, 2.368, 3.197], [-0.699, 2.313, 3.552], [1.143, 4.014, -0.284], [0.230, 3.690, 0.863], [0.616, 4.444, 0.408], [0.944, -0.913, 1.219], [0.066, -0.278, 0.104], [0.177, -0.339, 1.094], [1.938, -2.904, -0.751], [1.266, -1.518, -0.626], [1.203, -2.456, -0.321], [0.104, -4.085, 0.136], [-1.373, -3.191, 0.252], [-0.805, -3.948, 0.387], [2.750, 0.189, -3.350], [1.281, 0.050, -3.352], [1.986, 0.533, -3.829], [-0.823, -0.996, 3.175], [-2.059, -0.766, 3.968], [-1.231, -1.254, 4.012]]}


Record 3
{"formula": "C5H32NO13", "method": "wB97M-V/def2-TZVPD", "multiplicity": 2, "de_lowest_kcal_mol": 15.8, "homo_energy_ev": [-10.2910, -10.2735], "total_energy_ha": -1242.5092, "orbital_gap_ev": [10.1, 5.2], "elements": ["C", "C", "C", "C", "C", "O", "O", "N", "H", "H", "H", "H", "H", "H", "H", "H", "H", "H", "H", "H", "O", "H", "H", "O", "H", "H", "O", "H", "H", "O", "H", "H", "O", "H", "H", "O", "H", "H", "O", "H", "H", "O", "H", "H", "O", "H", "H", "O", "H", "H", "O"], "coordinates": [[-3.975, 1.383, -0.463], [-2.727, 0.541, -0.557], [-3.140, -0.921, -0.255], [-1.990, -1.937, -0.458], [-1.249, -1.643, -1.783], [-1.907, -1.707, -2.864], [-0.024, -1.422, -1.773], [-1.670, 0.916, 0.468], [-4.016, 2.377, -0.907], [-4.763, 0.810, -0.966], [-4.359, 1.449, 0.557], [-2.155, 0.618, -1.481], [-3.866, -1.232, -1.015], [-3.574, -1.117, 0.724], [-2.193, -3.003, -0.529], [-1.278, -1.686, 0.305], [-0.888, 1.209, -0.105], [-1.853, 1.680, 1.132], [1.570, 0.368, 0.279], [1.952, 1.598, -0.843], [1.749, 1.305, 0.063], [1.951, -1.713, 0.220], [0.581, -1.333, 0.153], [1.310, -1.220, 0.748], [0.967, 2.459, 1.288], [1.077, 1.886, 2.711], [0.809, 2.687, 2.218], [-0.747, 2.731, 3.153], [-1.361, 1.660, 3.921], [-1.640, 2.328, 3.292], [3.275, 0.804, 1.647], [3.729, -0.327, 2.609], [3.827, 0.578, 2.388], [0.182, 2.403, -2.038], [0.994, 1.452, -3.123], [1.023, 2.151, -2.438], [1.254, -0.449, -3.595], [-0.014, 0.022, -4.076], [0.914, 0.196, -4.222], [1.360, -2.645, -1.543], [2.478, -3.650, -1.465], [1.827, -3.207, -0.905], [0.293, -0.155, 3.471], [1.858, 0.127, 3.587], [0.991, 0.277, 3.999], [-1.008, -0.410, 1.684], [-1.925, 0.085, 2.800], [-1.187, -0.506, 2.643], [4.208, -0.858, -1.021], [2.901, -0.808, -1.704], [3.764, -1.186, -1.838]]}


Record 4
{"formula": "C5H33NO11", "method": "wB97M-V/def2-TZVPD", "de_lowest_kcal_mol": 72.9, "smiles": "CNCCCCO.O.O.O.O.O.O.O.O.O.O", "homo_energy_ev": -9.2818, "total_energy_ha": -1092.6406, "orbital_gap_ev": 9.4, "elements": ["C", "O", "C", "C", "C", "C", "N", "H", "H", "H", "H", "H", "H", "H", "H", "H", "H", "H", "H", "H", "H", "H", "O", "H", "H", "O", "H", "H", "O", "H", "H", "O", "H", "H", "O", "H", "H", "O", "H", "H", "O", "H", "H", "O", "H", "H", "O", "H", "H", "O"], "coordinates": [[-1.951, -1.367, -0.514], [-1.194, -2.154, -1.583], [-1.018, -1.064, 0.626], [-0.216, 0.216, 0.272], [-1.051, 1.471, 0.866], [0.492, 2.239, 2.629], [-0.800, 1.577, 2.293], [-2.237, -0.383, -0.941], [-2.769, -2.065, -0.327], [-1.381, -3.090, -1.531], [-0.240, -1.889, 0.659], [-1.425, -1.093, 1.646], [0.750, 0.272, 0.743], [-0.019, 0.210, -0.787], [-0.695, 2.374, 0.252], [-2.070, 1.329, 0.669], [1.315, 1.744, 1.987], [0.756, 3.265, 2.347], [0.889, 1.986, 3.582], [-1.600, 2.020, 2.744], [-1.004, -0.778, -2.892], [-0.793, 0.757, -2.848], [-1.335, 0.065, -3.247], [3.017, -1.810, -0.088], [1.722, -2.167, -0.852], [2.259, -2.423, -0.069], [-2.291, -0.939, 3.716], [-0.962, -0.180, 3.325], [-1.427, -0.663, 4.037], [-3.715, 1.646, -0.252], [-4.419, 1.305, 0.961], [-4.039, 0.867, 0.196], [3.855, 0.144, 0.381], [4.033, -0.814, 1.492], [4.286, -0.701, 0.575], [2.209, 2.294, 0.015], [3.064, 1.789, -0.860], [2.855, 1.576, 0.074], [0.397, -1.648, -2.163], [1.512, -1.970, -3.138], [1.293, -1.309, -2.470], [2.308, 1.591, -3.623], [1.688, 0.421, -2.917], [1.523, 1.362, -3.114], [-3.879, 1.521, -2.523], [-2.533, 1.024, -2.392], [-3.038, 1.844, -2.158], [2.160, -1.959, 1.675], [2.029, -2.157, 3.243], [2.563, -1.674, 2.544]]}


Record 5
{"formula": "C5H33NO11S2", "method": "wB97M-V/def2-TZVPD", "total_charge": -2, "homo_energy_ev": -1.1174, "total_energy_ha": -1888.9985, "orbital_gap_ev": 5.8, "elements": ["C", "C", "S", "C", "N", "C", "C", "S", "H", "H", "H", "H", "H", "H", "H", "H", "H", "H", "H", "H", "H", "O", "H", "H", "O", "H", "H", "O", "H", "H", "O", "H", "H", "O", "H", "H", "O", "H", "H", "O", "H", "H", "O", "H", "H", "O", "H", "H", "O", "H", "H", "O"], "coordinates": [[1.417, 0.776, -1.941], [1.351, 1.846, -0.814], [1.429, 3.510, -1.521], [0.214, -0.070, -2.444], [-0.060, -1.394, -1.900], [-0.269, -1.275, -0.413], [-1.360, -2.319, -0.106], [-1.822, -2.558, 1.735], [1.831, 1.392, -2.712], [2.174, 0.100, -1.506], [0.558, 1.828, -0.069], [2.259, 2.074, -0.151], [0.127, -0.250, -3.530], [-0.610, 0.593, -2.124], [0.628, -2.052, -2.150], [-0.729, -0.313, 0.037], [0.686, -1.266, 0.134], [-2.411, -2.049, -0.556], [-1.097, -3.360, -0.417], [-1.038, 2.875, -0.805], [-1.410, 3.569, 0.298], [-1.856, 3.366, -0.465], [-2.392, -2.171, -3.887], [-0.961, -2.158, -3.551], [-1.553, -2.201, -4.378], [0.737, 0.356, 2.350], [2.190, 0.760, 1.699], [1.299, 1.043, 2.031], [3.703, -3.287, -0.171], [2.525, -3.389, -1.009], [3.330, -2.999, -1.015], [-2.086, 0.638, 2.910], [-1.733, 0.171, 1.411], [-1.519, 0.888, 2.124], [-3.325, 1.392, -1.318], [-2.752, 1.351, -2.719], [-3.460, 1.010, -2.239], [1.063, -4.090, 2.206], [2.077, -3.073, 2.625], [1.958, -3.939, 2.326], [2.057, -1.258, 3.909], [2.058, 0.164, 3.783], [2.637, -0.550, 3.971], [0.262, 4.114, 2.497], [-0.226, 2.577, 2.565], [-0.207, 3.490, 2.937], [-0.572, -1.528, 3.022], [-0.005, -1.591, 4.719], [0.215, -1.637, 3.820], [-1.101, 3.525, -3.349], [-2.120, 3.959, -2.528], [-2.115, 3.408, -3.322]]}


Record 6
{"formula": "C5H33NO14", "method": "wB97M-V/def2-TZVPD", "de_lowest_kcal_mol": 83.3, "homo_energy_ev": -9.6732, "total_energy_ha": -1318.3891, "orbital_gap_ev": 9.7, "elements": ["C", "C", "C", "C", "N", "C", "O", "O", "H", "H", "H", "H", "H", "H", "H", "H", "H", "H", "H", "O", "H", "H", "O", "H", "H", "O", "H", "H", "O", "H", "H", "O", "H", "H", "O", "H", "H", "O", "H", "H", "O", "H", "H", "O", "H", "H", "O", "H", "H", "O", "H", "H", "O"], "coordinates": [[1.166, -0.877, 0.799], [-0.285, -0.413, 1.093], [-0.294, 1.070, 1.209], [-1.097, 1.792, 1.976], [1.067, -2.254, 0.390], [1.803, -2.850, -0.563], [2.749, -2.044, -1.133], [1.702, -4.006, -0.911], [1.658, -0.740, 1.755], [1.600, -0.223, 0.060], [-0.753, -0.953, 1.915], [-0.889, -0.765, 0.249], [0.461, 1.568, 0.610], [-0.944, 2.799, 2.337], [-1.857, 1.277, 2.538], [0.657, -2.836, 1.081], [3.111, -2.637, -1.806], [0.689, 4.610, 1.004], [-0.152, 3.661, 0.036], [0.722, 3.960, 0.307], [-2.853, -2.944, -0.633], [-1.841, -4.114, -0.161], [-2.019, -3.178, -0.239], [0.808, -2.892, 4.071], [0.447, -1.418, 3.956], [0.496, -2.235, 3.440], [-0.280, -2.853, -1.937], [-0.362, -1.881, -3.184], [0.134, -2.585, -2.766], [-2.070, -1.003, -1.587], [-3.470, -1.350, -1.663], [-2.915, -0.682, -1.233], [0.819, 1.269, 4.738], [-0.086, 0.773, 3.636], [0.215, 0.553, 4.530], [1.594, 3.243, -1.824], [2.024, 2.499, -0.520], [2.154, 2.578, -1.466], [-3.268, -1.015, 2.017], [-3.177, 0.440, 2.408], [-3.823, -0.261, 2.250], [3.749, 0.553, -1.339], [3.986, 1.251, 0.073], [4.193, 0.512, -0.492], [1.470, -0.124, -2.308], [1.316, 1.330, -2.362], [1.096, 0.532, -2.916], [-0.924, 3.266, -3.549], [0.318, 2.291, -3.380], [-0.329, 2.842, -2.926], [-2.138, 1.666, -2.812], [-3.425, 0.987, -2.445], [-2.953, 1.810, -2.326]]}


Record 7
{"formula": "C5H33O12", "method": "wB97M-V/def2-TZVPD", "de_lowest_kcal_mol": 27.1, "total_charge": -1, "homo_energy_ev": -6.6922, "total_energy_ha": -1113.1590, "orbital_gap_ev": 9.4, "elements": ["C", "O", "C", "C", "C", "C", "H", "H", "H", "H", "H", "H", "H", "H", "H", "H", "H", "H", "H", "O", "H", "H", "O", "H", "H", "O", "H", "H", "O", "H", "H", "O", "H", "H", "O", "H", "H", "O", "H", "H", "O", "H", "H", "O", "H", "H", "O", "H", "H", "O"], "coordinates": [[0.182, -1.131, 0.546], [-1.052, -0.619, 0.952], [0.261, -1.512, -0.926], [1.534, -2.019, -1.473], [2.134, -3.357, -0.966], [2.456, -3.433, 0.652], [0.955, -0.350, 1.000], [0.236, -1.944, 1.221], [-0.016, -0.561, -1.556], [-0.614, -2.063, -1.115], [2.436, -1.251, -1.481], [1.286, -2.237, -2.611], [3.017, -3.531, -1.426], [1.334, -3.983, -0.863], [3.222, -2.609, 0.730], [3.140, -4.337, 0.829], [1.610, -3.442, 1.324], [3.007, 1.854, -0.560], [2.397, 1.670, 0.973], [2.707, 2.289, 0.244], [2.406, 0.379, 3.312], [1.172, 0.323, 2.476], [2.121, 0.168, 2.486], [1.423, 3.507, 0.100], [0.098, 3.185, -0.498], [0.554, 3.890, 0.012], [-1.190, -1.674, 2.266], [-1.665, -1.390, 3.637], [-1.636, -2.122, 3.104], [-0.680, 1.819, 2.857], [-0.799, 0.498, 2.244], [-0.534, 0.903, 3.083], [-2.537, -0.100, -2.673], [-2.198, -1.563, -2.312], [-2.272, -0.994, -3.025], [-1.454, 1.778, -1.937], [-1.974, 1.869, -3.338], [-1.313, 2.142, -2.830], [-1.322, 0.428, 0.144], [-2.669, 1.218, -0.063], [-1.772, 1.393, -0.340], [0.881, 0.589, -3.485], [1.914, 0.170, -2.670], [1.848, 0.495, -3.642], [-1.893, 3.383, 1.275], [-0.426, 3.894, 1.388], [-1.297, 3.778, 1.906], [-2.352, -1.175, 0.385], [-2.739, -2.579, -0.054], [-3.028, -1.706, -0.264]]}


Record 8
{"formula": "C5H33O14", "method": "wB97M-V/def2-TZVPD", "de_lowest_kcal_mol": 48.2, "total_charge": -1, "homo_energy_ev": -6.7712, "total_energy_ha": -1263.7074, "orbital_gap_ev": 9.6, "elements": ["O", "C", "C", "C", "C", "C", "O", "H", "H", "H", "H", "H", "H", "H", "H", "H", "H", "H", "O", "H", "H", "O", "H", "H", "O", "H", "H", "O", "H", "H", "O", "H", "H", "O", "H", "H", "O", "H", "H", "O", "H", "H", "O", "H", "H", "O", "H", "H", "O", "H", "H", "O"], "coordinates": [[3.233, 0.656, 0.877], [3.276, 1.054, -0.284], [2.144, 1.250, -1.215], [0.742, 1.654, -0.645], [0.839, 2.933, 0.109], [-0.568, 3.362, 0.540], [-1.325, 2.491, 1.326], [4.263, 1.078, -0.766], [2.070, 0.285, -1.771], [2.434, 2.006, -1.908], [0.332, 0.895, 0.110], [-0.054, 1.771, -1.294], [1.517, 2.970, 1.073], [1.260, 3.726, -0.567], [-0.444, 4.149, 1.222], [-1.160, 3.520, -0.325], [1.611, -2.787, -2.297], [0.366, -1.887, -2.148], [1.246, -1.965, -2.581], [-0.295, 0.518, 3.561], [-0.190, -1.544, 3.745], [-1.042, -1.110, 3.728], [-2.815, 1.411, 0.068], [-3.787, 0.346, 0.394], [-3.550, 0.952, -0.360], [0.858, 0.556, 2.547], [-0.855, 2.132, 2.096], [0.300, 1.170, 3.054], [-3.039, -1.856, -0.005], [-2.430, -1.546, 1.382], [-3.303, -1.823, 0.972], [0.684, -2.786, -0.232], [1.431, -2.665, 1.029], [1.425, -3.110, 0.262], [1.767, -0.651, 1.308], [0.377, -1.062, 1.926], [1.341, -1.033, 2.025], [-1.308, -1.251, 2.819], [-1.033, 0.011, 0.866], [-0.998, -0.915, 1.209], [-1.755, -1.418, -1.624], [-0.833, -1.287, -0.256], [-0.921, -1.543, -1.194], [2.617, -2.194, -0.722], [3.972, -1.556, -0.408], [3.231, -1.528, -1.020], [-3.138, 0.240, -1.867], [-2.642, 0.162, -3.364], [-3.144, -0.306, -2.666], [-0.671, -0.677, -3.970], [-0.816, 0.696, -3.446], [-1.102, 0.212, -4.158]]}